(1)
Molecular formula: C5H14NO
Method: DFT, ωB97M-V with the def2-TZVPD basis set

XYZ file:
```
21
Properties=species:S:1:pos:R:3
O -0.1147 0.7861 2.1588
C -0.0456 1.9902 2.0311
C 1.2049 2.7772 2.0573
H -0.9739 2.5731 1.9129
H 2.0446 2.2660 1.5908
H 1.4922 2.9821 3.0932
H 1.0581 3.7552 1.6037
C 0.1608 -1.5829 -0.5728
C -0.8137 -0.8587 -1.4998
C -0.2720 -0.8521 -2.9247
N -0.3881 -1.5935 0.8327
H 0.2660 -2.6292 -0.8542
H 1.1324 -1.0996 -0.5554
H -0.9356 0.1616 -1.1251
H -1.7848 -1.3545 -1.4499
H 0.6711 -0.3162 -2.9937
H -0.1040 -1.8739 -3.2649
H -0.9961 -0.3940 -3.5926
H -0.3525 -0.6440 1.2332
H -1.3682 -1.8795 0.8571
H 0.1192 -2.2133 1.4621
```

Properties
E_tot = -8943.3697 eV
frontier orbital gap = 11.230 eV
maximum force = 0.7 eV Å⁻¹
charge = +1
energy above the lowest of the compared OMol25 structures with the same formula, charge and spin = 0.6383 eV
lowest unoccupied orbital energy = -2.99 eV


(2)
Molecular formula: C3H3ClN3P
Method: DFT, ωB97M-V with the def2-TZVPD basis set

XYZ file:
```
11
Properties=species:S:1:pos:R:3
C -0.2403 -0.8820 0.3619
C -1.5979 -0.8867 -0.0602
C 0.3862 0.3392 0.1282
N -2.1841 0.2337 -0.3616
N -0.2576 1.4658 -0.2143
N -1.5768 1.4084 -0.3271
P 2.0879 0.7471 0.5452
Cl 2.9848 -0.6803 -0.4791
H 0.3528 -1.7660 0.7760
H -2.1466 -1.7252 -0.0217
H 2.1915 1.7461 -0.3472
```

Properties
E_tot = -29438.7440 eV
frontier orbital gap = 9.194 eV
SMILES = ClPc1ccnnn1
maximum force = 5.1 eV Å⁻¹
energy above the lowest of the compared OMol25 structures with the same formula, charge and spin = 0.0000 eV
lowest unoccupied orbital energy = -0.42 eV